(1)
Below is a molecular structure, C15H12Cl4F6NO2PdSb, with properties calculated with ωB97M-V with the def2-TZVPD basis set.

Element x y z (Å)
1 Pd -0.42 -0.09 0.09
2 C -0.01 1.38 -2.63
3 N -0.90 0.28 -2.26
4 C -2.30 0.67 -2.38
5 C -0.62 -0.94 -3.04
6 C -0.25 -2.11 -2.16
7 C 0.03 -3.35 -2.73
8 C 0.43 -4.41 -1.93
9 C 0.57 -4.23 -0.56
10 C 0.29 -3.00 0.01
11 C -0.13 -1.94 -0.79
12 H -0.15 1.67 -3.68
13 H 1.02 1.09 -2.47
14 H -0.23 2.24 -1.99
15 H -2.55 0.88 -3.43
16 H -2.49 1.55 -1.78
17 H -2.93 -0.15 -2.03
18 H 0.19 -0.74 -3.74
19 H -1.50 -1.19 -3.64
20 H -0.06 -3.49 -3.80
21 H 0.66 -5.37 -2.38
22 H 0.92 -5.04 0.07
23 H 0.43 -2.86 1.08
24 Cl -0.87 4.26 5.54
25 C -1.04 3.56 3.98
26 C -1.71 4.29 2.95
27 Cl -2.33 5.86 3.31
28 C -1.87 3.77 1.70
29 Cl -2.67 4.63 0.44
30 C -1.36 2.47 1.37
31 O -1.49 1.94 0.24
32 C -0.68 1.72 2.43
33 O -0.23 0.58 2.16
34 C -0.54 2.31 3.73
35 Cl 0.28 1.39 4.92
36 F 2.05 -0.56 0.90
37 Sb 3.52 -1.50 1.68
38 F 3.59 -2.60 0.15
39 F 2.29 -2.70 2.48
40 F 4.97 -2.45 2.45
41 F 3.42 -0.38 3.20
42 F 4.71 -0.29 0.85

Summary:
**ΔE to the lowest compared entry with this formula, charge and spin**: 0.302 eV
**Multiplicity**: 4
**E_tot**: -97751.315 eV
**Orbital gap (spin up / spin down)**: 7.608 / 6.704 eV
**HOMO (spin up / spin down)**: -0.199 / -0.233 Eh
**Lowest unoccupied orbital energy (spin up / spin down)**: 2.2 / 0.4 eV
**Charge**: -1

---

(2)
Below is a molecular structure, C15H12F6N11OPPt, with properties calculated with ωB97M-V with the def2-TZVPD basis set.

Element x y z (Å)
1 Pt -0.25 1.33 -0.84
2 N 1.48 4.23 -0.41
3 C 2.27 3.13 -0.69
4 N 3.59 3.17 -0.73
5 N 3.94 1.92 -1.07
6 N 2.90 1.18 -1.22
7 N 1.80 1.92 -0.98
8 C 0.14 4.32 -0.69
9 N -0.50 5.47 -0.81
10 N -1.78 5.12 -1.04
11 N -1.91 3.84 -1.07
12 N -0.69 3.28 -0.84
13 H 1.96 5.11 -0.34
14 F -0.30 0.52 2.26
15 P -0.23 0.15 3.84
16 F -1.75 0.66 4.04
17 F -0.15 -0.26 5.41
18 F -0.79 -1.35 3.49
19 F 1.29 -0.40 3.62
20 F 0.34 1.62 4.18
21 C -2.27 0.91 -0.69
22 C -2.58 -0.53 -0.66
23 C -2.48 -1.26 0.53
24 C -2.68 -2.63 0.55
25 C -3.00 -3.31 -0.63
26 C -3.13 -2.59 -1.82
27 C -2.93 -1.23 -1.83
28 C -3.19 -4.72 -0.63
29 N -3.34 -5.87 -0.64
30 H -2.58 1.39 0.24
31 H -2.75 1.41 -1.53
32 H -2.19 -0.75 1.44
33 H -2.57 -3.17 1.48
34 H -3.39 -3.11 -2.73
35 H -3.03 -0.67 -2.75
36 O 0.09 -0.72 -0.63
37 N 1.34 -1.13 -0.60
38 C 1.95 -1.51 -1.73
39 C 3.23 -2.00 -1.69
40 C 3.89 -2.08 -0.47
41 C 3.24 -1.66 0.68
42 C 1.95 -1.18 0.59
43 H 1.36 -1.36 -2.63
44 H 3.71 -2.29 -2.61
45 H 4.90 -2.45 -0.42
46 H 3.72 -1.67 1.64
47 H 1.36 -0.79 1.42

Summary:
**ΔE to the lowest compared entry with this formula, charge and spin**: 0.000 eV
**E_tot**: -63035.747 eV
**Orbital gap**: 7.127 eV
**HOMO**: -0.101 Eh
**Lowest unoccupied orbital energy**: 4.4 eV
**Charge**: -2

---

(3)
Below is a molecular structure, C15H12INS at a distorted geometry, with properties calculated with ωB97M-V with the def2-TZVPD basis set.

Element x y z (Å)
1 C 4.10 -1.49 1.15
2 C 4.43 -0.99 -0.04
3 C 3.98 0.40 -0.49
4 C 2.51 0.61 -0.19
5 C 2.04 1.68 0.55
6 C 0.69 1.82 0.84
7 C -0.25 0.91 0.38
8 C 0.23 -0.17 -0.35
9 C 1.58 -0.32 -0.64
10 S -0.81 -1.47 -0.93
11 C -2.43 -0.85 -0.57
12 C -3.48 -1.61 -1.07
13 C -4.79 -1.26 -0.80
14 C -5.02 -0.14 -0.02
15 C -3.97 0.62 0.45
16 C -2.64 0.29 0.19
17 N -1.63 1.14 0.77
18 I -2.09 3.12 0.12
19 H 3.78 -0.87 1.98
20 H 4.10 -2.56 1.29
21 H 5.03 -1.60 -0.69
22 H 4.55 1.16 0.05
23 H 4.14 0.48 -1.57
24 H 2.76 2.40 0.92
25 H 0.42 2.67 1.44
26 H 1.91 -1.17 -1.22
27 H -3.25 -2.49 -1.65
28 H -5.58 -1.89 -1.18
29 H -6.04 0.13 0.22
30 H -4.23 1.47 1.07

Summary:
**E_tot**: -36174.007 eV
**Orbital gap**: 6.777 eV
**HOMO**: -0.277 Eh
**Lowest unoccupied orbital energy**: -0.8 eV

---

(4)
Below is a molecular structure, C15H12IrOS, with properties calculated with ωB97M-V with the def2-TZVPD basis set.

Element x y z (Å)
1 Ir 0.02 0.03 -0.87
2 C 0.78 -0.07 -2.87
3 C 1.63 0.77 -2.09
4 C 0.86 1.86 -1.61
5 C -0.48 1.70 -2.08
6 C -0.53 0.50 -2.87
7 H 1.07 -0.99 -3.36
8 H 2.68 0.60 -1.88
9 H 1.20 2.66 -0.97
10 H -1.31 2.36 -1.88
11 H -1.40 0.10 -3.36
12 C -2.29 -7.68 6.50
13 C -1.42 -6.48 6.49
14 O -0.26 -6.33 6.57
15 S -2.54 -4.84 6.39
16 C -1.96 -3.99 5.05
17 C -0.83 -4.35 4.26
18 C -0.50 -3.59 3.17
19 C -1.27 -2.46 2.82
20 C -2.37 -2.07 3.62
21 C -2.71 -2.82 4.72
22 C -0.95 -1.72 1.66
23 C -0.68 -1.07 0.66
24 H -1.68 -8.57 6.58
25 H -2.90 -7.69 5.60
26 H -2.97 -7.61 7.36
27 H -0.22 -5.19 4.54
28 H 0.36 -3.85 2.57
29 H -2.93 -1.19 3.37
30 H -3.54 -2.53 5.34

Summary:
**ΔE to the lowest compared entry with this formula, charge and spin**: 0.325 eV
**Multiplicity**: 2
**E_tot**: -31450.697 eV
**Orbital gap (spin up / spin down)**: 6.907 / 6.393 eV
**HOMO (spin up / spin down)**: -0.557 / -0.588 Eh
**Lowest unoccupied orbital energy (spin up / spin down)**: -8.2 / -9.6 eV
**Charge**: +2

---

(5)
Below is a molecular structure, C15H12N6S3SbTi, with properties calculated with ωB97M-V with the def2-TZVPD basis set.

Element x y z (Å)
1 Ti 0.08 -0.91 1.47
2 N -3.64 0.58 -0.92
3 C -3.27 -0.12 0.18
4 N -2.23 -0.84 0.37
5 C -0.70 0.28 -1.26
6 N 0.47 0.81 -1.09
7 N 1.09 0.29 0.01
8 C 2.38 0.55 0.17
9 C 2.97 -0.14 1.25
10 C 4.35 -0.05 1.56
11 C 4.86 -0.80 2.58
12 C 4.01 -1.65 3.30
13 C 2.68 -1.71 2.96
14 N 2.14 -0.98 1.95
15 C -1.60 0.75 -2.33
16 C -1.07 1.13 -3.57
17 C -1.87 1.59 -4.59
18 C -3.24 1.68 -4.39
19 C -3.79 1.31 -3.18
20 C -2.98 0.84 -2.15
21 H -4.56 0.98 -0.86
22 H -4.00 -0.06 0.97
23 H 2.92 1.19 -0.50
24 H 4.97 0.62 0.98
25 H 5.91 -0.73 2.83
26 H 4.37 -2.27 4.11
27 H 1.98 -2.33 3.49
28 H 0.00 1.06 -3.70
29 H -1.44 1.88 -5.54
30 H -3.89 2.04 -5.18
31 H -4.86 1.37 -3.02
32 S 1.23 -0.08 5.55
33 Sb -0.88 -0.28 4.42
34 S -0.61 1.10 2.50
35 S -0.70 -2.34 3.24
36 N -0.37 -1.95 -0.26
37 C -1.12 -0.87 -0.43
38 H 0.40 -1.96 -0.92

Summary:
**ΔE to the lowest compared entry with this formula, charge and spin**: 1.620 eV
**Multiplicity**: 4
**E_tot**: -86850.325 eV
**Orbital gap (spin up / spin down)**: 5.852 / 6.086 eV
**HOMO (spin up / spin down)**: -0.230 / -0.292 Eh
**Lowest unoccupied orbital energy (spin up / spin down)**: -0.4 / -1.9 eV

---

(6)
Below is a molecular structure, C15H12NO7S2Tc at a distorted geometry, with properties calculated with ωB97M-V with the def2-TZVPD basis set.

Element x y z (Å)
1 Tc 0.13 0.54 0.46
2 O 0.34 -0.50 4.34
3 C 0.35 -0.67 3.15
4 O 0.81 0.17 2.27
5 C -0.17 -2.00 2.52
6 C 0.67 -2.37 1.28
7 C 0.41 -3.82 0.89
8 C -1.03 -3.73 0.34
9 C -1.30 -2.22 0.44
10 O 0.00 -1.65 0.24
11 C -1.58 -1.87 1.91
12 C -2.22 -0.45 1.99
13 O -3.17 -0.24 2.69
14 O -1.68 0.44 1.20
15 H -0.13 -2.76 3.31
16 H 1.72 -2.08 1.33
17 H 1.11 -4.13 0.12
18 H 0.50 -4.50 1.73
19 H -1.08 -4.06 -0.70
20 H -1.74 -4.31 0.92
21 H -2.02 -1.82 -0.28
22 H -2.30 -2.53 2.39
23 O 1.08 6.97 -2.33
24 S 0.08 6.35 -1.53
25 O -1.27 6.78 -1.59
26 N 0.13 4.66 -1.80
27 C 0.46 4.05 -0.75
28 S 0.63 2.30 -0.78
29 C 0.75 4.81 0.46
30 C 1.11 4.37 1.73
31 C 1.35 5.33 2.70
32 C 1.23 6.69 2.42
33 C 0.86 7.12 1.15
34 C 0.62 6.17 0.20
35 H 1.20 3.32 1.96
36 H 1.64 5.02 3.69
37 H 1.41 7.41 3.20
38 H 0.76 8.18 0.93

Summary:
**Multiplicity**: 4
**E_tot**: -55431.330 eV
**Orbital gap (spin up / spin down)**: 5.879 / 6.213 eV
**HOMO (spin up / spin down)**: -0.480 / -0.480 Eh
**Lowest unoccupied orbital energy (spin up / spin down)**: -7.2 / -6.8 eV
**Charge**: +1